(1)
ORCA calculation (wB97M-V/def2-TZVPD) on C6H4O in the gas phase.

Element x y z (Å)
O: -2.327 0.157 0.818
C: 3.702 -0.580 0.047
C: 2.540 -0.263 0.125
C: 0.035 0.396 0.146
C: -2.288 -0.287 -0.524
C: -1.359 0.742 -0.040
C: 1.205 0.093 0.168
H: -1.912 -1.299 -0.660
H: -1.553 1.783 -0.293
H: -3.123 0.006 -1.158
H: 4.731 -0.857 -0.042

Output
SMILES string	C#CC#C[C@H]1CO1
energy relative to the best compared isomer or geometry (same formula, charge and spin)	311.32	kJ/mol
Kohn-Sham gap	10.356	eV
strongest force on any atom	0.48	eV/Å
HOMO	-9.46	eV

These are the natural (NBO) partial charges, in e, on atoms 1 to 2: number 1, O, carries -0.459; number 2, C, carries -0.151


(2)
ORCA calculation (wB97M-V/def2-TZVPD) on C4H4O2 in the gas phase.

Element x y z (Å)
O: -1.572 -0.198 2.944
O: 2.007 0.686 -1.347
C: 1.250 -0.441 -0.975
C: 0.192 -0.128 -0.002
C: -0.650 0.134 0.823
C: -1.598 0.398 1.891
H: -2.350 1.181 1.695
H: 1.949 -1.145 -0.514
H: 0.803 -0.945 -1.844
H: 1.397 1.353 -1.685

Output
SMILES string	O=CC#CCO
energy relative to the best compared isomer or geometry (same formula, charge and spin)	198.70	kJ/mol
Kohn-Sham gap	10.565	eV
strongest force on any atom	0.57	eV/Å
HOMO	-10.58	eV

These are the natural (NBO) partial charges, in e, on atoms 1 to 2: number 1, O, carries -0.473; number 2, O, carries -0.686


(3)
ORCA calculation (wB97M-V/def2-TZVPD) on C19H17N5O3 in the gas phase.

Element x y z (Å)
O: -4.124 -1.684 3.071
O: -3.235 -0.957 -3.199
O: -0.154 2.990 -0.805
N: 4.227 0.134 -0.140
N: -2.101 -0.598 0.077
N: -1.988 0.455 2.033
N: 2.229 1.324 -2.693
N: -1.149 0.311 -0.047
C: 3.307 0.187 -0.850
C: -3.655 -0.882 4.164
C: -2.735 -1.307 -0.947
C: -3.656 -1.479 1.805
C: 1.220 -0.665 -1.924
C: 1.381 1.806 1.727
C: -0.440 3.326 0.582
C: -2.378 -1.171 -2.371
C: 2.242 0.285 -1.849
C: -4.104 -2.299 0.818
C: -2.595 -0.521 1.386
C: 0.442 2.342 2.810
C: -0.993 -1.544 -2.870
C: -1.048 0.907 1.138
C: 0.080 -0.450 -2.730
C: -0.103 2.064 1.394
C: 0.063 0.722 -3.445
C: 1.159 1.575 -3.442
C: -3.714 -2.204 -0.603
H: -1.058 -1.783 -3.925
H: -4.284 -2.716 -1.415
H: 0.681 3.356 3.214
H: -4.872 -3.020 1.127
H: -1.484 3.570 0.740
H: -0.704 -2.460 -2.376
H: -0.765 0.905 -4.127
H: 1.205 2.432 -4.118
H: 1.176 -1.479 -1.216
H: 0.154 4.189 0.841
H: -0.511 2.091 -0.978
H: -4.209 0.050 4.209
H: -2.615 -0.596 4.114
H: -3.766 -1.458 5.086
H: 1.698 0.770 1.853
H: 0.205 1.609 3.615
H: 2.079 2.499 1.207

Output
SMILES string	COc1ccc(C(=O)Cc2ccnc(C#N)c2)n2nc(C3(CO)CC3)nc12
energy relative to the best compared isomer or geometry (same formula, charge and spin)	72.65	kJ/mol
Kohn-Sham gap	8.684	eV
strongest force on any atom	2.63	eV/Å
HOMO	-8.95	eV

These are the natural (NBO) partial charges, in e, on atoms 1 to 2: number 1, O, carries -0.479; number 2, O, carries -0.494


(4)
ORCA calculation (wB97M-V/def2-TZVPD) on C6H7Br2OP in the gas phase.

Element x y z (Å)
Br: 0.480 1.458 2.283
Br: -0.346 -2.944 0.091
P: 2.571 -0.414 -0.913
O: -0.958 -1.450 2.488
C: -1.690 -0.254 0.500
C: 0.940 0.101 -0.318
C: -0.083 0.221 -1.218
C: -1.448 0.259 -0.721
C: 0.674 -0.288 1.142
C: -0.646 -0.888 1.316
H: -0.047 0.143 -2.259
H: -2.184 0.601 -1.382
H: 1.537 -0.791 1.674
H: 3.070 0.537 -0.188
H: 2.419 0.417 -2.062
H: -1.841 -1.227 2.743
H: -2.712 -0.087 0.974

Output
SMILES string	O[C@@]1(Br)C=CC=C(P)[C@H]1Br
energy relative to the best compared isomer or geometry (same formula, charge and spin)	70.50	kJ/mol
Kohn-Sham gap	7.328	eV
strongest force on any atom	3.65	eV/Å
HOMO	-8.80	eV

These are the natural (NBO) partial charges, in e, on atoms 1 to 2: number 1, Br, carries -0.042; number 2, Br, carries -0.340


(5)
ORCA calculation (wB97M-V/def2-TZVPD) on a molecular structure, C4H10IPPd.

Element x y z (Å)
I: -0.277 1.854 -0.879
Pd: 1.859 -0.277 -2.083
P: 1.209 0.087 0.942
C: -2.691 0.159 0.048
C: 2.736 0.075 0.053
C: -1.278 -0.025 -0.446
C: -0.357 -0.787 0.517
H: -2.747 0.798 0.933
H: 0.973 1.341 1.509
H: -0.084 -1.766 0.107
H: -3.107 -0.824 0.298
H: 2.947 -0.935 -0.355
H: 2.671 0.891 -0.736
H: 3.559 0.331 0.733
H: -1.274 -0.541 -1.403
H: -3.317 0.600 -0.731
H: -0.822 -0.981 1.492

Output
net charge	+2
Kohn-Sham gap	5.281	eV
strongest force on any atom	2.41	eV/Å
HOMO	-17.37	eV

These are the natural (NBO) partial charges, in e, on atoms 1 to 2: number 1, I, carries 0.423; number 2, Pd, carries 0.422


(6)
ORCA calculation (wB97M-V/def2-TZVPD) on 2 unconnected molecules or ions with the total composition C5H15N2.

Element x y z (Å)
N: 2.094 -0.362 0.112
N: -1.659 -1.352 1.130
C: -1.318 -0.141 0.400
C: 2.164 0.548 -1.037
C: -2.553 -1.383 2.175
C: -1.541 -0.304 -1.095
C: 1.824 1.966 -0.608
H: 2.471 2.277 0.217
H: 0.806 2.014 -0.226
H: -0.835 -1.029 -1.497
H: -1.942 0.648 0.819
H: 1.961 2.668 -1.426
H: 1.432 0.208 -1.774
H: -0.269 0.067 0.620
H: 3.128 0.541 -1.558
H: 2.819 -0.084 0.769
H: -3.036 -0.469 2.465
H: -2.700 -2.286 2.737
H: -1.451 0.654 -1.604
H: 2.370 -1.293 -0.186
H: -1.221 -2.211 0.851
H: -2.545 -0.676 -1.286

Output
energy relative to the best compared isomer or geometry (same formula, charge and spin)	18.69	kJ/mol
Kohn-Sham gap (spin up / spin down)	6.475 / 10.452	eV
2S+1	2
expectation value of S²	0.75
strongest force on any atom	0.74	eV/Å
HOMO (spin up / spin down)	-5.47 / -9.45	eV

These are the natural (NBO) partial charges, in e, on atoms 1 to 2: number 1, N, carries -0.833; number 2, N, carries -0.581


(7)
ORCA calculation (wB97M-V/def2-TZVPD) on a molecular structure, C6H8N2.

Element x y z (Å)
N: -1.656 0.613 0.418
N: -1.639 -0.720 0.891
C: 1.417 -0.377 -0.524
C: 1.484 0.875 -0.941
C: -0.468 0.808 0.423
C: 0.395 1.623 -0.467
C: 0.332 -0.541 0.619
C: -0.736 -1.516 0.233
H: 1.969 1.415 -1.667
H: 1.967 -1.239 -0.773
H: 0.821 -0.608 1.640
H: -1.105 -1.560 -0.816
H: 0.526 2.560 0.324
H: -0.442 -2.356 0.860
H: -2.856 -1.206 1.237
H: -0.008 2.230 -1.456

Output
energy relative to the best compared isomer or geometry (same formula, charge and spin)	623.38	kJ/mol
Kohn-Sham gap	9.209	eV
strongest force on any atom	11.95	eV/Å
HOMO	-8.13	eV

These are the natural (NBO) partial charges, in e, on atoms 1 to 2: number 1, N, carries -0.226; number 2, N, carries -0.467


(8)
ORCA calculation (wB97M-V/def2-TZVPD) on a molecular structure, C13H18INO6Pt.

Element x y z (Å)
Pt: 0.148 -0.478 -0.203
I: 3.160 -5.301 0.925
O: 1.911 0.622 0.200
O: -1.727 -0.786 0.380
O: -3.229 -0.049 1.838
O: -0.093 1.704 0.008
O: 0.255 -0.021 2.269
O: 1.889 2.790 0.837
N: 0.278 -2.454 -0.469
C: 1.403 -4.417 0.267
C: 0.935 1.865 -2.308
C: 1.391 -3.070 -0.038
C: -0.855 -3.157 -0.602
C: -1.515 1.916 -1.861
C: 0.657 1.325 2.207
C: 1.180 1.606 0.776
C: 0.237 -5.154 0.127
C: -0.145 2.325 -1.336
C: -1.044 -0.349 2.712
C: -0.905 -4.506 -0.311
C: -2.087 -0.351 1.582
C: -0.095 3.838 -1.161
H: -0.397 4.313 -2.095
H: -1.404 0.296 3.512
H: -1.836 -5.041 -0.429
H: -2.301 2.240 -1.177
H: -1.720 -2.616 -0.950
H: -0.786 4.145 -0.375
H: 2.652 2.664 0.259
H: -0.166 2.010 2.426
H: 0.707 2.300 -3.283
H: 0.898 4.185 -0.891
H: 1.477 1.492 2.906
H: -1.682 2.369 -2.839
H: 1.932 2.177 -2.003
H: -0.986 -1.379 3.072
H: 0.941 0.781 -2.413
H: 2.275 -2.454 0.048
H: -1.580 0.832 -1.957
H: 0.225 -6.213 0.348

Output
energy relative to the best compared isomer or geometry (same formula, charge and spin)	17.09	kJ/mol
Kohn-Sham gap	7.847	eV
strongest force on any atom	1.70	eV/Å
HOMO	-8.36	eV

These are the natural (NBO) partial charges, in e, on atoms 1 to 2: number 1, Pt, carries 1.026; number 2, I, carries 0.201


| no. | DFT total energy (Eh) |
| --- | --- |
| 1 | -306.092957 |
| 2 | -305.203780 |
| 3 | -1233.632890 |
| 4 | -5797.355222 |
| 5 | -924.494795 |
| 6 | -308.934084 |
| 7 | -342.696499 |
| 8 | -1429.316764 |